{"formula": "C29H49ClNO2PRh", "method": "ωB97M-V/def2-TZVPD", "elements": ["Rh", "P", "Cl", "C", "H", "H", "C", "C", "C", "H", "C", "H", "H", "C", "H", "H", "C", "H", "H", "C", "H", "H", "H", "H", "C", "C", "H", "C", "H", "H", "C", "H", "H", "C", "H", "H", "C", "H", "H", "H", "H", "C", "H", "C", "H", "H", "C", "H", "H", "C", "H", "H", "C", "H", "H", "H", "H", "C", "C", "H", "C", "H", "C", "H", "H", "C", "H", "H", "C", "H", "H", "H", "H", "O", "C", "C", "C", "C", "O", "N", "H", "H", "H", "H"], "positions_angstrom": [[-1.66923, -0.26723, -0.05728], [0.18165, 0.85164, -0.51765], [-2.49696, 0.12367, -2.18865], [-0.02072, -4.21436, 0.23466], [0.26341, -5.27898, 0.20807], [0.20080, -3.73532, -0.74960], [-0.69858, 2.48293, -0.72824], [0.88023, 0.17365, -2.14045], [0.08701, 3.78643, -0.82016], [-1.22430, 2.32211, -1.68434], [-0.89247, 4.90322, -1.21147], [0.55326, 4.01717, 0.15025], [0.89526, 3.71762, -1.56279], [-2.15779, 4.96891, -0.33717], [-0.37331, 5.86765, -1.18042], [-1.19959, 4.73177, -2.25386], [-2.80260, 3.61159, -0.04142], [-1.90418, 5.44911, 0.61809], [-2.89824, 5.61171, -0.82568], [-1.75930, 2.57590, 0.37901], [-3.55935, 3.70764, 0.74545], [-3.31773, 3.23285, -0.93670], [-1.27431, 2.88176, 1.31706], [-2.27383, 1.60328, 0.56881], [1.71137, 1.13916, 0.53280], [2.00288, -0.85445, -1.92844], [-0.00612, -0.36335, -2.52583], [2.49451, -1.45213, -3.25286], [2.85703, -0.38511, -1.41754], [1.65270, -1.66034, -1.26536], [2.81085, -0.39541, -4.31776], [3.38462, -2.06155, -3.06575], [1.71934, -2.12976, -3.64025], [1.69346, 0.63752, -4.49126], [3.74224, 0.12439, -4.04573], [3.00029, -0.88933, -5.27585], [1.23464, 1.25744, -3.16565], [2.01962, 1.43315, -5.16704], [0.82437, 0.15113, -4.95920], [2.03037, 1.91183, -2.77495], [0.35851, 1.89620, -3.34570], [1.40305, 1.74270, 1.91036], [2.08567, 0.11159, 0.69105], [2.65817, 1.77312, 2.79961], [1.02484, 2.76935, 1.78394], [0.60895, 1.17508, 2.41655], [3.86847, 2.43607, 2.12766], [2.42311, 2.29812, 3.73259], [2.92438, 0.74065, 3.06778], [4.11285, 1.93505, 0.69872], [3.71680, 3.52507, 2.10174], [4.76692, 2.25966, 2.72968], [2.83722, 1.94058, -0.15064], [4.87489, 2.55284, 0.20559], [4.50651, 0.90793, 0.73775], [2.50210, 2.97845, -0.30214], [3.06913, 1.53908, -1.14443], [-0.38880, -1.79918, 1.45327], [0.40957, -3.43843, 1.38529], [0.51057, -1.14185, 1.47354], [0.24734, -4.13560, 2.71383], [1.44221, -3.08550, 1.23699], [-1.17012, -4.06833, 3.25409], [0.55944, -5.18215, 2.61635], [0.93903, -3.67873, 3.42713], [-1.59405, -2.67192, 3.61453], [-1.84776, -4.52254, 2.52805], [-1.21634, -4.69996, 4.14319], [-1.28769, -1.54358, 2.60764], [-2.66341, -2.68208, 3.80460], [-1.14467, -2.39465, 4.57345], [-2.25697, -1.09590, 2.28852], [-0.85207, -0.70944, 3.19072], [-1.58819, -4.28358, 0.29954], [-2.56518, -3.47638, -0.02831], [-3.88574, -4.15803, -0.28057], [-4.89009, -3.04749, -0.12496], [-4.05731, -1.81731, 0.18424], [-4.46249, -0.72796, 0.58735], [-2.70336, -2.14178, 0.00349], [-3.88714, -4.56287, -1.30066], [-4.04112, -4.97911, 0.43191], [-5.45289, -2.88637, -1.05526], [-5.60563, -3.23874, 0.68712]], "forces_ev_per_angstrom": [[-0.925, -1.130, 1.807], [1.408, 0.090, -0.028], [-0.556, 0.323, -1.652], [-3.503, 0.621, -2.268], [-0.161, 0.376, 0.178], [0.063, -0.250, 0.663], [0.775, -0.460, -0.389], [-0.506, 0.467, 0.107], [-0.265, 0.186, -0.001], [0.018, 0.028, 0.243], [-0.043, -0.011, -0.171], [-0.085, -0.005, -0.194], [-0.242, 0.056, 0.155], [0.095, 0.087, 0.205], [-0.125, 0.010, -0.076], [0.089, 0.022, 0.135], [-0.013, -0.161, -0.073], [0.016, -0.036, -0.066], [0.108, 0.059, 0.080], [-0.222, 0.240, -0.224], [0.036, 0.098, -0.133], [0.123, 0.010, 0.171], [-0.108, -0.138, -0.036], [0.127, 0.628, 0.014], [0.071, 0.094, -0.449], [0.157, 0.208, 0.204], [0.328, 0.186, 0.091], [-0.350, -0.040, -0.095], [-0.117, -0.140, -0.136], [0.003, 0.188, -0.126], [0.114, 0.173, 0.188], [-0.075, -0.019, -0.031], [0.093, 0.119, 0.044], [-0.282, -0.134, 0.048], [-0.111, -0.035, 0.019], [0.050, 0.025, 0.043], [0.297, -0.025, -0.060], [-0.004, -0.062, -0.071], [0.131, 0.064, 0.068], [-0.162, -0.129, -0.157], [0.156, -0.160, 0.052], [0.055, 0.030, 0.007], [-0.053, 0.189, 0.028], [-0.026, -0.132, -0.119], [0.090, -0.206, 0.021], [0.113, 0.069, -0.161], [-0.077, 0.140, -0.123], [0.074, -0.109, -0.036], [-0.077, 0.102, -0.037], [-0.069, -0.068, 0.015], [-0.028, -0.122, -0.026], [-0.087, 0.081, 0.004], [0.033, 0.121, 0.155], [-0.016, -0.113, 0.140], [-0.061, 0.120, -0.013], [0.134, -0.245, 0.073], [-0.077, 0.131, 0.331], [3.394, -2.566, -0.113], [-0.502, 3.894, 0.867], [-0.708, -0.475, 0.015], [0.281, -0.032, 0.046], [-0.100, -0.438, 0.018], [0.092, -0.674, -0.120], [-0.009, -0.081, 0.001], [-0.029, 0.048, 0.153], [-0.302, 0.349, 0.281], [0.056, 0.165, 0.000], [-0.094, -0.002, 0.185], [-0.454, 1.060, 0.643], [-0.240, 0.024, 0.043], [0.157, -0.085, -0.004], [0.226, -0.358, -0.190], [-0.058, -0.230, -0.112], [3.684, -2.357, 1.096], [-1.398, 0.119, -2.015], [0.744, -0.479, -0.036], [-0.895, 0.287, 0.036], [2.234, -1.008, -0.273], [-0.246, 0.686, -0.147], [-2.023, 0.803, 1.199], [-0.167, -0.260, 0.112], [-0.006, -0.103, -0.132], [-0.001, 0.118, 0.315], [0.031, 0.179, -0.205]], "mulliken_spin": [1.98, -0.10, 0.15, 0.16, -0.02, 0.05, 0.08, 0.01, 0.02, 0.04, 0.00, 0.00, 0.00, 0.01, 0.00, 0.00, 0.02, 0.00, 0.00, 0.05, 0.00, 0.00, -0.01, -0.03, 0.02, -0.09, -0.03, 0.00, 0.00, 0.08, 0.00, 0.00, 0.00, 0.00, 0.00, 0.00, 0.00, 0.00, 0.00, 0.00, 0.00, -0.01, 0.02, 0.00, 0.00, 0.03, 0.00, 0.00, 0.00, 0.01, 0.00, 0.00, 0.01, 0.00, 0.00, 0.00, 0.00, 0.82, 0.08, -0.14, 0.02, -0.05, 0.00, -0.01, 0.00, 0.04, 0.03, -0.01, -0.09, 0.00, 0.00, 0.00, 0.01, -0.11, 0.73, -0.03, 0.00, 0.09, 0.11, 0.03, 0.02, 0.00, 0.01, 0.00], "e_tot_ha": -2251.63768, "s_squared": 6.02, "e_homo_ev": [-0.6, -4.4], "total_charge": -1, "spin_multiplicity": 5, "e_above_lowest_kcal_mol": 43.6}